{
  "formula": "C40H32N6O4ReS2",
  "method": "ωB97M-V/def2-TZVPD",
  "elements": ["C", "C", "C", "H", "H", "O", "C", "H", "H", "H", "C", "H", "C", "H", "C", "C", "H", "H", "H", "H", "C", "H", "C", "C", "N", "O", "C", "S", "C", "Re", "C", "H", "H", "N", "C", "H", "C", "C", "C", "H", "C", "H", "H", "H", "C", "H", "N", "H", "C", "C", "C", "C", "C", "N", "C", "H", "C", "C", "C", "C", "H", "H", "H", "C", "C", "O", "H", "N", "C", "C", "C", "C", "H", "C", "S", "C", "H", "C", "H", "H", "C", "O", "H", "N", "H"],
  "positions_angstrom": [[4.570, -0.073, -0.344], [-4.999, 0.039, -2.036], [-3.674, 0.402, -1.721], [3.210, 1.673, 1.939], [5.847, -0.238, -1.973], [0.326, 2.067, 1.811], [2.955, -2.610, -0.531], [1.530, -5.480, -1.591], [1.371, 5.276, -3.713], [-4.857, -3.127, -0.879], [0.687, 4.510, -3.380], [0.286, -7.427, 0.637], [3.232, 1.625, 0.856], [-6.455, -1.523, -1.940], [-2.077, 6.153, 2.027], [0.289, 2.426, -2.260], [-0.165, 5.829, 4.797], [-1.034, 5.543, -4.134], [-1.725, -3.693, 1.144], [0.242, 3.610, 3.743], [-1.583, 3.725, -3.170], [3.880, -2.259, -0.101], [0.716, -2.187, -1.351], [1.792, 0.686, -1.572], [0.614, 1.305, -1.547], [-0.350, -1.462, -1.549], [-0.067, -1.104, 2.275], [0.258, -1.969, 3.758], [-1.890, 4.894, 1.455], [-0.909, 0.305, -0.505], [0.028, -6.576, 1.251], [-2.345, 3.660, 0.110], [5.417, -0.213, 0.319], [-1.869, 1.630, -1.926], [-0.761, -5.561, 0.741], [4.103, 2.166, 0.494], [3.283, 0.152, 0.384], [-1.064, -3.263, 3.727], [3.955, 0.302, -2.736], [-2.595, -2.344, -0.287], [4.827, -0.039, -1.666], [2.228, 1.139, -3.578], [1.095, -7.293, 2.961], [-1.977, -2.775, 3.392], [0.627, -3.557, -1.674], [-2.644, 3.848, -3.320], [0.832, -0.124, 0.468], [-2.713, 6.855, 1.512], [-0.688, 2.666, 1.482], [-3.298, -1.683, -0.776], [1.945, -1.709, -0.812], [1.174, 3.408, -2.713], [-0.683, 4.661, -3.618], [-3.139, 1.543, -2.152], [2.014, -0.236, -0.399], [3.613, -4.643, -0.546], [-1.031, 3.986, 2.089], [0.479, -6.504, 2.557], [2.816, -3.962, -0.800], [2.664, 0.745, -2.669], [0.483, -5.382, 4.375], [-0.297, -3.896, -2.118], [3.273, -0.495, 1.268], [-1.111, 2.610, -2.459], [-1.102, -4.482, 1.537], [-2.526, 4.608, 0.305], [4.411, 0.313, -3.717], [0.972, -0.744, 1.587], [-1.466, 6.480, 3.218], [-0.639, 5.569, 3.862], [1.649, -4.428, -1.384], [0.135, -5.428, 3.354], [-1.636, 7.457, 3.648], [-0.415, 4.336, 3.287], [-1.677, -0.756, 1.764], [-5.443, -1.218, -1.718], [2.229, 3.312, -2.507], [-0.669, -4.409, 2.855], [2.334, 2.125, 0.504], [-1.166, -3.575, 4.766], [-4.561, -2.116, -1.105], [-1.501, 2.236, 0.573], [-5.614, 0.752, -2.560], [-2.859, -0.450, -1.021], [-1.119, -5.615, -0.276]],
  "atomic_forces_ev_per_a": [[-0.07, 0.15, -0.36], [0.12, 0.01, 0.04], [0.10, -0.53, 0.43], [-0.03, 0.08, 0.10], [0.04, 0.02, 0.09], [0.10, 0.15, 0.40], [0.09, -0.39, -0.01], [0.01, -0.14, -0.06], [0.05, 0.03, -0.01], [0.01, -0.07, 0.06], [-0.23, 0.22, -0.18], [0.03, -0.06, -0.07], [0.13, -0.01, 0.02], [-0.06, 0.03, -0.10], [-0.11, -0.05, -0.18], [-1.18, 1.41, -1.08], [0.04, 0.02, 0.08], [-0.05, 0.02, -0.04], [-0.06, 0.08, -0.03], [0.07, -0.04, 0.03], [-0.08, -0.50, 0.37], [0.02, -0.10, 0.11], [0.80, -0.53, 0.05], [-1.96, 0.30, 0.80], [1.48, -1.58, 1.05], [-1.05, 1.35, 0.23], [-1.35, 0.05, -0.12], [-0.07, -0.09, 0.20], [0.17, -0.05, 0.28], [-1.30, 0.69, 0.50], [-0.02, -0.05, -0.06], [-0.01, 0.10, 0.08], [0.08, -0.11, -0.03], [0.32, -2.93, 1.68], [0.00, -0.08, -0.02], [0.03, 0.13, 0.02], [-0.11, -0.02, -0.28], [0.36, 0.50, -0.08], [-1.27, 0.57, -0.04], [-0.03, 0.09, -0.07], [0.65, -0.32, 0.82], [-0.05, -0.05, -0.05], [0.07, -0.09, 0.04], [-0.02, -0.14, 0.15], [0.05, 0.31, 0.05], [-0.07, -0.06, 0.02], [-1.66, 0.18, -0.18], [-0.11, 0.09, -0.04], [0.38, 0.08, 0.16], [-0.11, -0.88, 0.12], [-0.40, 0.23, -0.38], [-0.10, -0.39, 0.24], [0.44, 0.12, 0.01], [-0.62, 1.09, -0.88], [0.39, -0.75, -0.08], [0.08, -0.06, 0.00], [-0.04, -0.05, -0.10], [0.08, -0.04, 0.07], [0.29, 0.12, 0.11], [1.33, 0.04, -0.97], [0.05, 0.02, 0.15], [-0.12, -0.04, -0.02], [0.01, 0.07, -0.20], [1.40, 1.21, -0.72], [-0.09, 0.01, 0.07], [-0.11, 0.01, -0.16], [-0.02, 0.02, -0.10], [1.56, -0.46, 0.63], [-0.02, -0.03, -0.08], [0.11, 0.00, 0.17], [-0.03, 0.08, -0.08], [-0.07, 0.05, -0.04], [-0.01, 0.09, 0.05], [-0.10, 0.08, -0.10], [1.24, 0.81, -1.46], [0.15, 0.09, 0.06], [0.10, 0.02, 0.02], [-0.08, -0.14, -0.04], [-0.08, 0.06, 0.03], [-0.05, 0.08, 0.01], [0.13, 0.16, 0.04], [-0.04, -1.16, -0.85], [-0.02, 0.09, 0.00], [0.51, 0.78, -0.17], [-0.03, 0.03, -0.10]],
  "mulliken_spin": [0.00, 0.06, -0.04, 0.00, 0.00, 0.01, 0.00, 0.00, 0.01, 0.00, 0.08, 0.00, -0.01, 0.00, 0.00, 0.11, 0.00, 0.00, 0.00, 0.00, 0.11, 0.00, 0.00, -0.02, -0.01, 0.05, 0.12, 0.05, 0.00, -0.71, 0.00, 0.00, 0.00, 0.22, 0.00, 0.00, 0.01, 0.00, 0.01, -0.01, 0.00, 0.00, 0.00, 0.00, -0.01, 0.01, 0.35, 0.00, -0.01, 0.01, 0.02, -0.05, -0.04, 0.33, 0.03, 0.00, 0.01, 0.00, -0.01, 0.01, 0.00, 0.00, 0.01, -0.13, 0.00, 0.00, 0.00, 0.08, 0.00, 0.00, 0.01, 0.00, 0.00, 0.00, 0.16, 0.00, 0.00, 0.01, 0.00, 0.00, 0.07, 0.01, 0.00, 0.10, 0.00],
  "homo_ev": [-7.00, -7.44],
  "fmax_ev_per_a": 3.40,
  "total_charge": 0,
  "s2": 1.246,
  "gap_ev": [5.22, 5.52],
  "multiplicity": 2,
  "relative_energy_kcal_mol": 30.1
}



{
  "formula": "C5H37N2O13",
  "method": "ωB97M-V/def2-TZVPD",
  "elements": ["O", "C", "H", "C", "H", "H", "H", "H", "H", "O", "H", "H", "H", "H", "H", "H", "O", "H", "N", "H", "H", "O", "O", "H", "H", "H", "H", "C", "C", "O", "H", "O", "H", "C", "H", "O", "H", "H", "H", "O", "H", "H", "H", "O", "H", "N", "O", "H", "H", "O", "H", "O", "H", "H", "H", "H", "H"],
  "positions_angstrom": [[3.144, 2.722, 1.216], [-0.180, 1.150, -1.998], [3.255, 2.728, 2.172], [0.953, 3.442, -1.967], [-0.333, 0.275, -1.380], [-3.970, 0.476, -1.073], [1.831, 2.914, -2.347], [1.319, -0.221, 1.741], [-2.292, -2.797, -0.610], [0.144, -1.736, 3.149], [1.236, 4.197, -1.235], [-0.876, 0.786, 1.428], [-0.999, 1.781, -3.839], [2.960, -2.030, 1.547], [3.908, 2.261, 0.854], [2.191, -3.297, 1.243], [-2.540, -2.193, 2.297], [0.973, 2.910, 0.649], [-1.229, 1.444, -2.921], [0.740, 0.858, -2.542], [3.850, -0.860, -0.073], [-0.937, -3.428, 0.450], [1.329, -4.093, -1.291], [-0.982, 2.733, -0.992], [-0.409, -2.647, 0.652], [1.445, -4.732, -2.007], [-2.827, -3.065, 2.006], [-3.341, 1.225, -1.579], [-2.511, 0.830, -2.845], [-3.345, 2.334, -1.098], [-0.364, -3.962, -0.120], [2.039, -0.919, -1.147], [-2.045, 2.582, 2.925], [0.054, 2.497, -1.217], [0.542, 3.748, -2.932], [-2.984, -2.115, -0.784], [-3.177, 1.106, -3.663], [0.000, 1.612, 0.653], [1.674, -0.488, -0.366], [-0.782, -0.145, 1.198], [-2.239, 2.301, 1.507], [2.090, -3.532, -1.475], [5.140, -0.053, -0.129], [2.848, -2.701, 0.858], [2.255, -1.800, -0.786], [0.695, 2.096, 0.100], [-1.509, 2.353, 2.151], [-0.034, -2.006, 4.060], [1.530, 1.590, -0.200], [4.225, -0.013, 0.171], [-2.384, -0.260, -2.595], [1.848, 0.380, 2.297], [-1.477, -0.642, 1.640], [-0.657, -1.990, 2.663], [-3.286, -2.478, -1.630], [-3.160, -1.572, 1.897], [2.067, -0.256, 2.990]],
  "atomic_forces_ev_per_a": [[0.00, 0.54, -0.22], [1.15, 1.01, -0.97], [0.07, -0.19, -0.05], [-0.06, -0.45, 0.09], [-0.78, -0.02, 0.41], [0.04, -0.50, -0.46], [0.36, -0.20, 0.67], [-0.30, 0.50, 0.40], [-0.08, 0.78, 0.73], [0.14, -0.44, 0.29], [0.16, 0.69, -0.80], [-0.83, -0.64, 1.29], [0.32, -0.15, 0.14], [0.19, -0.01, -0.07], [-0.06, -0.21, 0.15], [0.07, -0.17, -0.14], [-0.16, 0.45, 0.26], [0.51, -0.14, 0.04], [-0.77, 0.39, -0.94], [-0.22, 0.35, 0.15], [-0.04, 0.02, -0.27], [0.20, -0.37, -0.12], [0.41, -0.23, -0.58], [0.20, 1.15, 0.02], [-0.03, 0.05, -0.14], [-0.43, -0.26, 0.19], [0.15, 0.02, -0.20], [0.15, 1.03, -0.12], [-0.34, -1.29, 2.68], [0.48, -0.03, 0.14], [0.18, 0.10, 0.01], [-0.27, -0.49, -0.04], [0.66, -0.03, 0.37], [-0.61, -2.72, -0.09], [-0.53, 0.69, 0.63], [0.39, -1.04, -0.73], [0.31, -0.52, -0.32], [0.85, -0.36, -0.26], [-0.01, -0.08, -0.03], [0.41, -0.06, -1.25], [0.29, 0.18, -0.29], [-0.04, 0.17, 0.30], [-0.01, -0.02, 0.05], [-0.25, 0.10, 0.33], [-0.19, 0.49, 0.03], [-0.15, 1.45, -1.27], [-1.17, 0.17, -0.42], [0.05, -0.03, -0.23], [0.14, -0.22, 1.13], [0.62, 0.39, 0.28], [-0.41, 0.40, -1.20], [0.08, -0.88, -0.44], [-0.06, 0.15, 0.08], [0.05, -0.09, 0.47], [-0.52, 0.51, 0.05], [-0.28, -0.32, -0.04], [-0.02, 0.39, 0.33]],
  "nbo_charge": [-0.98, -0.25, 0.49, -0.64, 0.23, 0.13, 0.22, 0.47, 0.50, -0.99, 0.23, 0.47, 0.39, 0.49, 0.50, 0.50, -0.97, 0.46, -0.65, 0.22, 0.48, -0.97, -0.96, 0.25, 0.48, 0.49, 0.51, 0.43, -0.31, -0.56, 0.51, -0.94, 0.51, -0.06, 0.26, -0.98, 0.25, 0.43, 0.45, -0.99, 0.49, 0.47, 0.48, -0.97, 0.48, -0.68, -0.97, 0.48, 0.45, -0.96, 0.19, -0.95, 0.50, 0.49, 0.47, 0.49, 0.48],
  "homo_ev": -11.37,
  "fmax_ev_per_a": 2.99,
  "total_charge": 1,
  "gap_ev": 9.00,
  "relative_energy_kcal_mol": 105.8
}



{
  "formula": "C30H68BrINO10P",
  "method": "ωB97M-V/def2-TZVPD",
  "elements": ["H", "H", "C", "O", "H", "H", "H", "O", "H", "H", "H", "H", "H", "C", "H", "H", "H", "C", "H", "H", "C", "H", "H", "H", "H", "H", "C", "C", "H", "O", "H", "H", "H", "H", "N", "H", "H", "H", "H", "C", "C", "C", "H", "H", "H", "H", "H", "C", "H", "H", "C", "H", "H", "H", "H", "H", "O", "O", "C", "C", "C", "C", "C", "H", "H", "H", "H", "H", "H", "H", "C", "O", "H", "P", "H", "C", "O", "H", "H", "C", "H", "C", "C", "C", "I", "C", "H", "C", "C", "C", "H", "H", "H", "C", "O", "O", "H", "H", "O", "H", "H", "H", "H", "H", "C", "H", "H", "C", "Br", "H", "H", "C"],
  "positions_angstrom": [[0.086, 2.076, -0.930], [-8.330, 1.416, -3.063], [4.265, 1.781, -0.254], [0.753, 3.162, 2.499], [4.118, 6.397, 0.667], [-2.084, 3.261, -0.069], [8.089, -4.501, -4.425], [-7.191, 3.373, 3.285], [0.216, 3.711, -1.598], [5.210, 4.651, 2.831], [6.884, -2.544, 2.961], [-8.207, 5.008, 1.228], [8.726, -3.780, -0.308], [-7.066, 1.403, -4.824], [5.635, 4.821, 1.117], [-5.417, -7.505, 3.254], [6.465, -5.155, -2.605], [-4.883, -5.430, 3.000], [-8.271, 2.554, 1.716], [-9.971, 3.519, 2.845], [2.701, 1.776, -0.159], [-9.234, 3.451, -3.399], [-7.425, 0.453, -5.223], [2.334, 0.906, -0.745], [3.937, 6.628, 2.418], [-1.421, 4.862, -0.599], [4.777, 4.657, 1.802], [6.184, -5.090, -3.657], [8.060, -3.366, -1.883], [-0.764, 1.717, 1.681], [-7.883, 4.271, 4.948], [-6.516, 4.576, -2.564], [6.161, -7.325, -6.091], [6.694, -3.353, 0.568], [-0.046, 3.727, 0.474], [2.419, 1.660, 0.904], [-5.919, -5.124, 3.157], [-7.611, 2.203, -5.328], [6.541, -9.029, -5.842], [7.367, -2.016, 2.137], [8.772, -3.050, -1.119], [-2.006, 4.894, 1.473], [4.618, 0.733, -0.330], [8.086, -8.509, -4.032], [-3.686, -7.199, 3.398], [7.373, -0.947, 2.356], [-6.448, 4.994, 1.295], [-8.584, 4.080, -2.788], [-6.805, 0.573, -2.871], [-9.542, 2.510, 4.222], [-8.189, 4.165, 3.905], [6.551, -7.752, -3.655], [-4.760, -6.740, 4.715], [-6.917, 4.009, -4.173], [2.415, 3.176, -1.803], [7.103, -5.337, -5.608], [-1.715, 6.003, 1.622], [1.279, 0.304, 2.881], [8.445, -1.651, -0.625], [-7.356, 3.127, 1.899], [-2.189, -4.591, 2.028], [2.082, 3.080, -0.745], [-4.675, -6.798, 3.629], [4.523, 2.372, -1.159], [-8.791, 3.846, -1.743], [-4.728, -5.467, 1.917], [-7.299, 4.136, -0.007], [9.778, -3.081, -1.539], [-2.517, -5.489, 1.500], [2.507, 3.959, -0.223], [-7.118, 3.846, -3.109], [7.089, -1.488, -0.246], [5.912, 2.742, 0.750], [0.086, 0.245, 1.750], [9.111, -1.356, 0.193], [6.944, -8.017, -5.770], [-6.647, 2.572, -2.704], [-2.233, -3.735, 3.987], [5.402, -5.831, -3.834], [-2.682, -4.583, 3.465], [2.767, 5.553, 1.530], [6.640, -2.292, 0.832], [-7.266, 1.455, -3.319], [4.892, 2.410, 1.041], [-3.299, 3.867, 2.893], [3.821, 5.887, 1.605], [-1.098, -4.568, 1.999], [0.036, 2.846, 1.630], [7.389, -5.329, -4.551], [-1.446, 4.121, 0.225], [-8.199, 5.173, 3.478], [7.776, -7.916, -6.469], [8.406, -2.348, 2.094], [-9.573, 3.539, 3.862], [4.084, 3.437, 1.588], [8.108, -6.506, -4.222], [5.050, 1.596, 1.786], [-2.357, -5.484, 3.997], [-4.084, -4.414, 3.581], [-6.522, 2.487, 1.606], [-8.854, 5.120, -2.978], [-6.010, 1.516, -5.076], [-10.268, 4.110, 4.480], [-2.575, -3.730, 1.482], [7.397, -7.725, -4.350], [8.618, -0.942, -1.437], [5.758, -4.104, -3.848], [0.523, 3.086, -0.730], [-1.481, -1.148, 2.646], [5.582, -2.056, 0.961], [0.937, 0.427, 3.787], [-7.324, 4.389, 1.054]],
  "atomic_forces_ev_per_a": [[0.35, 0.43, 0.26], [-0.03, 0.02, -0.06], [-0.92, 0.36, 0.82], [1.05, -0.15, 1.86], [-0.42, -0.22, 0.40], [0.14, 0.42, 0.28], [0.13, -0.16, 0.00], [0.16, -0.08, 0.13], [-0.03, -0.27, 0.63], [-0.32, 0.03, -0.52], [-0.01, 0.02, -0.03], [0.00, -0.01, -0.07], [0.07, -0.02, -0.04], [-0.10, 0.21, -0.09], [-0.42, -0.57, 0.15], [0.00, 0.03, 0.01], [0.05, 0.06, -0.02], [-0.09, -0.07, 0.07], [-0.05, 0.05, -0.02], [-0.04, 0.04, 0.04], [0.42, 0.21, -0.43], [-0.02, 0.07, -0.01], [0.02, 0.02, 0.03], [-0.03, 0.46, 0.44], [-0.18, -0.48, -0.33], [-0.11, -0.35, 0.50], [-0.05, 1.16, 0.69], [-0.16, -0.19, -0.07], [0.03, 0.08, -0.04], [0.75, -0.39, 0.11], [0.15, -0.06, -0.08], [0.09, -0.15, 0.03], [-0.03, -0.07, -0.01], [0.06, -0.02, 0.04], [-1.16, -1.13, -0.02], [0.03, -0.05, -0.49], [0.09, 0.15, 0.04], [-0.02, -0.06, -0.03], [0.03, 0.02, 0.02], [0.24, -0.05, -0.05], [-0.05, -0.14, 0.21], [0.15, -2.21, -1.30], [0.06, 0.69, -0.18], [0.08, 0.15, 0.06], [-0.05, -0.05, -0.02], [-0.09, -0.02, 0.00], [0.04, -0.09, -0.01], [-0.12, -0.18, -0.15], [0.05, 0.13, 0.11], [0.03, 0.04, 0.07], [-0.07, -0.04, 0.09], [-0.06, 0.01, -0.04], [-0.08, 0.03, -0.02], [-0.07, 0.00, -0.03], [-0.26, -0.18, 0.54], [-0.09, -0.01, 0.01], [0.30, 2.32, 0.71], [-1.78, 0.21, -0.01], [0.06, -0.05, -0.13], [0.11, 0.04, -0.13], [-0.13, -0.26, -0.12], [0.08, -0.65, 0.04], [0.24, -0.05, -0.05], [0.18, -0.48, 0.48], [0.03, 0.06, 0.00], [0.04, -0.07, -0.01], [0.05, -0.04, 0.04], [-0.03, 0.01, 0.00], [0.07, -0.01, 0.01], [-0.53, -0.45, -0.14], [-0.06, 0.10, 0.08], [-0.14, 0.15, -0.10], [-0.52, 0.20, 0.42], [0.69, -0.61, -0.71], [0.02, -0.07, 0.03], [-0.15, 0.19, -0.06], [0.13, 0.00, 0.14], [-0.16, 0.00, 0.07], [-0.03, 0.07, -0.01], [0.09, 0.07, -0.09], [0.57, 0.22, 0.17], [-0.04, 0.04, 0.13], [0.05, -0.11, -0.09], [0.51, -1.16, -0.85], [0.07, 0.03, -0.32], [0.46, -0.38, -0.11], [-0.03, 0.03, 0.02], [-0.36, 1.11, -1.17], [-0.04, 0.10, 0.11], [-0.38, -0.28, -0.01], [-0.07, 0.00, -0.04], [0.03, -0.07, 0.06], [-0.03, -0.03, 0.05], [-0.05, -0.01, -0.25], [0.80, 0.25, -0.68], [0.19, 0.03, 0.05], [-0.31, 0.52, -0.27], [0.02, -0.05, -0.05], [-0.08, 0.14, 0.09], [0.01, 0.00, 0.17], [0.03, -0.02, 0.02], [0.00, -0.08, 0.05], [0.03, -0.01, 0.00], [0.05, 0.02, 0.06], [0.02, -0.10, -0.09], [-0.16, 0.06, 0.07], [0.03, -0.01, 0.01], [0.50, 0.54, -0.92], [0.27, 0.79, 0.14], [0.03, 0.07, -0.16], [0.35, 0.11, -0.18], [-0.20, 0.17, 0.06]],
  "lowdin_charge": [0.13, 0.11, -0.15, 0.18, 0.07, 0.12, 0.11, -0.19, 0.12, 0.12, 0.08, 0.07, 0.07, -0.08, 0.11, 0.08, 0.07, -0.28, 0.11, 0.07, -0.21, 0.07, 0.08, 0.11, 0.07, 0.13, -0.26, -0.08, 0.06, -0.33, 0.12, 0.11, 0.07, 0.11, -0.06, 0.07, 0.12, 0.07, 0.08, -0.08, -0.07, -0.80, 0.11, 0.12, 0.07, 0.08, 0.07, -0.08, 0.12, 0.08, -0.28, 0.11, 0.08, 0.11, 0.11, 0.11, 0.06, -0.33, -0.28, -0.28, -0.11, -0.16, -0.08, 0.11, 0.07, 0.11, 0.05, 0.08, 0.07, 0.10, -0.28, -0.17, 0.12, 0.60, 0.11, -0.08, -0.17, 0.08, 0.07, -0.30, 0.07, -0.28, -0.28, -0.22, 0.85, -0.06, 0.07, -0.62, -0.28, -0.17, 0.11, 0.08, 0.07, -0.08, -0.17, -0.16, 0.12, 0.11, -0.16, 0.11, 0.08, 0.08, 0.08, 0.05, -0.28, 0.12, 0.08, -0.17, 0.33, 0.11, 0.07, -0.07],
  "smiles": "CCOCCCCCN(CC(=O)I)C(=O)OP(O)Br.CCOCC.CCOCC.CCOCC.CCOCC.CCOCC",
  "homo_ev": -9.39,
  "fmax_ev_per_a": 2.57,
  "total_charge": 0,
  "gap_ev": 9.95
}